(1)
C8H15N7O2S3 | ωB97M-V with the def2-TZVPD basis set

Last column: Mulliken charge in e.
CARTESIAN COORDINATES (ANGSTROEM)
N -1.7012 -3.1449 -0.4070  -0.48
N -1.4939 0.4480 0.4305  -0.27
C 1.5421 -1.8814 0.1245  0.60
H -1.3802 3.5927 1.1102  0.20
N -1.7861 2.7151 0.8366  -0.32
H 0.8721 1.5863 -1.2136  0.15
H 0.1543 -0.8164 -1.5600  0.39
H -1.5459 -4.0204 0.0667  0.23
H -2.3969 -3.1361 -1.1363  0.23
H 0.6588 3.2627 -0.6567  0.44
H -2.7922 2.6091 0.7443  0.25
N -3.3763 -1.1766 1.0967  -0.57
H 4.5424 1.0196 -1.0136  0.42
H 3.0899 0.9185 -2.0503  0.37
C 1.0594 2.2823 -0.3987  -0.50
H -3.3177 -0.9398 2.0724  0.29
N 1.8228 -0.8543 -0.6219  -0.44
O -3.9503 1.1957 0.5481  -0.78
N -0.6356 -1.4563 -1.5857  -0.44
H -2.7623 -1.9459 0.8500  0.39
H 4.6120 -0.6005 1.1689  0.48
S -3.0780 0.1274 0.1319  1.18
C 3.0093 -0.2768 -0.2880  -0.06
C 3.6701 -0.8735 0.7398  -0.28
S 2.7843 -2.2320 1.3314  -0.22
H 0.6618 2.4641 1.7121  0.47
C -1.0430 1.6120 0.7252  0.39
H -1.5488 -1.0680 -1.8007  0.44
N 0.4540 -2.6612 0.1280  -0.60
S 2.8664 2.4909 -0.2571  -0.11
C -0.5766 -2.3934 -0.6241  0.33
C 0.4436 1.7658 0.9023  -0.65
O -3.1845 -0.3347 -1.2227  -0.72
C 3.4579 0.9294 -1.0250  -0.92
H 0.8683 0.7926 1.1418  0.11

Values from the calculation:
**SMILES**: NC(N)=Nc1nc(CSCC/C(N)=N/S(N)(=O)=O)cs1
**Charge**: 0
**Energy above the lowest of the compared OMol25 structures with the same formula, charge and spin**: 0.00 kJ/mol
**2S+1**: 1

---

(2)
C5H8 | ωB97M-V with the def2-TZVPD basis set

Last column: Mulliken charge in e.
CARTESIAN COORDINATES (ANGSTROEM)
H 1.9553 -0.4481 0.8299  0.43
H -0.2580 -1.8053 1.0498  0.32
C -1.3187 -0.2232 -0.1322  -0.52
H -2.2873 0.0915 0.2731  0.29
C 0.9659 -0.1231 0.5184  -0.41
C -0.5684 0.9443 -0.7346  -0.39
C -0.3361 -0.7156 0.9647  -0.53
C 0.7497 0.8865 -0.3994  -0.03
H -1.0544 1.7394 -1.2915  0.40
H 2.4678 0.0639 -1.1648  0.17
H -0.6302 -0.3415 1.9554  0.23
H 1.8378 0.9546 -1.0094  -0.18
H -1.5234 -1.0234 -0.8595  0.23

Values from the calculation:
**Charge**: 0
**Energy above the lowest of the compared OMol25 structures with the same formula, charge and spin**: 491.53 kJ/mol
**2S+1**: 1

---

(3)
C12H22N2O3P | ωB97M-V with the def2-TZVPD basis set

Last column: Mulliken charge in e.
CARTESIAN COORDINATES (ANGSTROEM)
H -1.5132 -0.4196 -2.3811  0.46
H -0.3370 3.2701 1.2267  0.31
O 2.5472 2.0191 0.0345  -0.44
C 4.8918 0.0494 -0.2866  -0.33
H -0.1767 -1.4664 -0.5467  0.36
H 0.6260 1.8413 1.7382  0.24
C 5.3960 -1.3589 -0.0691  -1.10
O 3.6041 0.0148 -0.9630  -0.30
P 2.3301 0.4505 -0.1445  0.76
C -4.9984 -1.7501 0.4958  -0.04
H -0.2698 0.0148 0.3764  -0.09
H -3.7433 -0.9020 3.1002  0.30
H 4.8090 0.5984 0.6528  0.35
N -3.8965 -1.4468 1.1958  0.28
H 0.7829 1.0315 -1.9568  0.56
H -1.9762 -0.7123 1.3031  0.63
H -3.9370 -0.7197 -2.5158  0.44
C -3.9151 -0.9242 -1.4517  -0.41
N -3.9397 -1.7503 2.5790  -0.89
C 1.0107 0.1580 -1.3459  -1.23
H -1.6601 1.0603 -1.4290  0.33
C -2.8028 -0.8982 0.6299  0.15
H -5.9130 -1.7320 -1.4194  0.43
C -2.7647 -0.6173 -0.7119  0.09
C -0.2433 -0.3805 -0.6411  -0.11
C 0.6667 2.8673 1.3715  -0.92
H -3.2174 -2.4354 2.7777  0.30
C -5.0286 -1.4881 -0.8479  -0.79
H 1.1438 3.4599 2.1532  0.33
H 6.2860 -1.3466 0.5614  0.36
H 5.5549 0.6126 -0.9418  0.35
H 1.9443 3.9392 0.0077  0.34
H -5.8119 -2.1971 1.0470  0.42
H 4.6289 -1.9585 0.4200  0.29
O 2.0808 -0.2657 1.1199  -0.70
H 1.4182 -0.5983 -2.0204  0.52
H 0.8402 2.8604 -0.8096  0.21
C 1.4686 2.9614 0.0780  -0.22
H 5.6549 -1.8166 -1.0245  0.29
C -1.5405 -0.0243 -1.3621  -0.55

Values from the calculation:
**Electronic energy**: -31207.8168 eV
**SMILES**: CCOP(=O)(CCCc1ccc[n+](N)c1)OCC
**Charge**: +1
**2S+1**: 1

---

(4)
C30H23N2O5S2 | ωB97M-V with the def2-TZVPD basis set

Last column: Mulliken charge in e.
CARTESIAN COORDINATES (ANGSTROEM)
C 1.7572 -0.0436 -4.0466  -0.73
S 3.3432 -1.9704 -0.3881  1.09
C 1.1081 3.2523 0.6717  -0.06
H -1.0330 1.7197 0.8137  0.41
C 2.3266 -4.5523 -0.5094  -0.17
C 2.1462 -2.9142 4.3480  -0.69
C 1.3860 -0.4275 -1.6416  0.41
C 0.0288 -0.0302 -1.8487  -0.36
C -4.5852 4.5647 0.0768  -0.57
H -3.2297 1.2119 1.5174  0.47
H -1.4827 0.6460 -3.1981  0.38
H 1.3472 -6.4597 -0.6331  0.36
O -0.2201 -0.2518 1.1311  -0.63
H 1.9706 -6.8096 -3.0373  0.34
S 0.7125 -1.3381 0.9039  1.24
H 0.7119 -3.4569 2.8148  0.41
C 1.9315 -5.7147 -1.1759  -0.59
C 3.1416 -0.7171 4.1128  -0.70
O -6.8216 3.7894 0.7283  -0.44
C -2.6927 3.0953 0.5952  0.53
C -4.9699 2.3884 1.1390  -0.67
C 2.2463 -0.3333 -2.7805  -0.17
H 2.0473 -3.8707 4.8643  0.35
C -1.2832 2.7677 0.6513  0.18
O 0.1958 -2.6604 0.6032  -0.68
H -2.5727 5.0255 -0.4146  0.37
C -0.4368 0.3491 -3.1009  -0.79
H 2.5007 0.4214 2.3708  0.44
C 3.0708 -4.9526 -3.1730  -0.56
H 2.1283 -4.4429 0.5541  0.31
H 4.0749 -3.0358 -3.0010  0.38
C 1.3942 -2.6960 3.1901  -0.31
C -7.4265 5.0162 0.2616  -0.82
H 3.8255 0.0584 4.4629  0.37
O 4.4067 -1.3191 -1.1233  -0.75
H 3.3126 -0.4925 -2.6600  0.68
H 3.6255 -2.1040 5.7025  0.34
C -0.2540 3.6730 0.6064  0.70
C -3.2264 4.2908 0.0476  -0.69
H 3.4019 -5.1134 -4.2006  0.35
C -5.4792 3.6146 0.6323  0.91
N -0.5746 6.2508 0.6861  -0.55
C -3.6201 2.1494 1.1144  -0.44
O 3.6062 -2.3869 0.9762  -0.65
C 0.4161 0.3293 -4.2150  -0.41
C 2.9872 -3.5432 -1.2133  0.12
H -8.4829 4.8523 0.4723  0.25
N 2.2263 2.9092 0.7347  -0.54
H -7.0540 5.8899 0.8182  0.33
H 0.0459 0.6182 -5.1986  0.35
C 2.2879 -5.9063 -2.5134  -0.38
C 2.4071 -0.5022 2.9421  0.01
C 3.4361 -3.7731 -2.5176  -0.20
H -4.9652 5.5134 -0.3139  0.36
H 2.4403 -0.1026 -4.8986  0.34
H -0.6533 -0.0285 -1.0009  0.31
H -7.2668 5.1625 -0.8178  0.33
C -0.4374 5.0851 0.6400  -0.32
C 1.5722 -1.5149 2.4725  -0.22
H -5.6879 1.6768 1.5471  0.40
C 1.8658 -0.9288 -0.3879  -0.39
C 3.0236 -1.9277 4.8064  -0.33

Values from the calculation:
**Charge**: -1
**Energy above the lowest of the compared OMol25 structures with the same formula, charge and spin**: 0.00 kJ/mol
**2S+1**: 1

---

(5)
C17H28FN2O3 | ωB97M-V with the def2-TZVPD basis set

Last column: Mulliken charge in e.
CARTESIAN COORDINATES (ANGSTROEM)
H 2.6377 1.2924 -1.0426  0.09
O 3.8964 -1.2033 -3.5183  -0.55
C -2.9758 4.2694 0.0700  -0.55
H 0.7182 -0.3497 3.4937  0.26
H 4.0743 0.2543 -1.1435  0.33
C -4.4631 2.0042 -0.8047  -0.50
H 2.2573 1.7318 1.2311  0.44
H -4.9529 4.2881 -1.4740  0.31
H -1.8510 -3.8166 0.9715  0.31
C 3.4240 -4.3254 -3.3513  -1.11
C -4.2176 3.6555 -0.8143  -0.37
H 1.1328 2.9331 3.5606  0.32
C -1.5249 -0.8848 1.8395  -0.78
C 3.1900 0.6022 -1.6867  -0.69
H 4.3517 -3.7852 -3.1384  0.31
O 1.9865 -2.3912 -3.0477  -0.33
H -3.6249 -0.1096 0.0515  0.21
H 0.9629 -0.0968 0.8886  0.33
H -1.0757 3.8578 1.5406  0.15
C -3.4188 1.0494 0.0827  -0.07
O 2.3391 -0.5028 -1.9837  -0.22
H 1.0731 2.9222 1.3063  0.46
F -3.7123 -2.6675 0.6253  -0.31
H -1.0001 2.1807 3.3950  0.39
H 0.5144 0.8176 4.9596  0.33
N -0.9942 1.1310 3.2889  -0.37
H -0.1911 -2.0230 0.2499  0.33
H 2.5431 1.6518 3.4590  0.31
H 3.6573 -5.1582 -4.0206  0.38
C -2.2975 -2.9659 0.3002  -0.46
N 1.2897 1.9315 1.6274  0.18
H 1.4883 -3.9883 -4.2157  0.31
C 0.3641 0.8994 1.0219  -1.38
H -5.3243 1.4757 -1.4330  0.31
H -1.5547 -0.9605 -0.5367  0.29
H 0.1024 1.2778 -0.0760  0.38
H -2.8324 5.4470 0.0583  0.28
C -1.9382 3.3115 0.9535  -0.31
C 0.4145 0.7444 3.7861  -0.49
C -2.1635 1.6592 0.9571  -0.11
H -2.2874 -3.3712 -0.8137  0.29
H 3.0637 -4.7250 -2.3978  0.28
C 2.3851 -3.4088 -3.9738  -0.18
H 2.7457 -2.9667 -4.9103  0.31
C 2.8427 -1.3472 -2.9183  0.65
C -1.0763 0.7260 1.8145  1.24
C 1.4327 1.8618 3.1325  -0.60
H -0.9271 -1.5044 2.6500  0.25
H -2.6562 -0.9197 2.1794  0.35
H 3.4804 1.1388 -2.5953  0.38
C -1.3081 -1.6426 0.4018  -0.38

Values from the calculation:
**Electronic energy**: -29905.6392 eV
**Charge**: +1
**2S+1**: 1

---

(6)
C19H21F2N3O3S | ωB97M-V with the def2-TZVPD basis set

Last column: Mulliken charge in e.
CARTESIAN COORDINATES (ANGSTROEM)
H 2.6077 -2.0254 0.9226  0.23
C 6.1859 0.7828 -0.7463  -0.99
H 4.2367 1.2931 -1.5825  0.34
N -3.1267 -1.9930 -0.5839  0.20
H -2.8565 0.5151 2.0874  0.49
C -4.8012 1.0618 -0.2821  -0.05
H 4.3638 -1.1797 1.7338  0.56
C -2.9295 2.3501 1.3534  -0.51
H -0.1329 1.6533 -0.5039  0.22
C 4.8851 0.8531 -0.8220  0.21
C -3.2726 1.2364 1.4546  -0.98
H 2.4163 1.8282 -0.8207  0.90
C 0.5540 0.9833 0.3142  -1.05
F -3.3310 4.5351 0.3201  -0.31
C 4.1120 0.1811 -0.1551  0.41
H 0.1623 -2.1629 1.0934  0.67
H 6.7659 -1.0999 1.7501  0.65
C -3.6517 3.1510 0.2735  0.44
C -1.8472 -2.1105 -0.1888  -1.62
C 2.0961 -1.2827 0.2129  -0.21
O -3.7847 -1.9826 1.6829  -0.77
F 8.2518 0.4399 0.3077  -0.30
H -4.9579 3.1436 -1.4155  0.54
C 4.8906 -0.7106 1.1293  -0.84
C -3.6199 -1.8506 -1.8788  -1.15
C -1.2856 -0.6246 -0.3692  0.86
C 1.9540 1.0445 -0.6148  -1.45
H 1.8366 0.4418 -1.5335  0.54
H -3.2037 -1.0539 -2.3617  0.47
C 0.7076 -1.2861 0.7895  -1.33
O -1.6955 0.3959 -1.1816  -0.71
C 6.9133 0.4348 0.1899  0.40
C -4.1278 0.3631 0.5787  0.18
O -5.5770 -1.6710 0.1483  -0.76
H -1.4597 -2.6360 -0.9131  0.48
H -1.6853 -2.2893 0.8017  0.87
H -4.6734 -2.0170 -1.9417  0.39
C -4.4966 2.5702 -0.6570  -0.94
N 2.6647 -0.0456 0.2597  0.14
H 1.8243 -1.8322 -0.8288  0.19
H -2.2783 2.7085 1.9374  0.77
S -4.1328 -1.2380 0.5422  1.15
H -3.2298 -2.5932 -2.6357  0.35
H 6.6814 1.4717 -1.4629  0.26
H -5.4594 0.6616 -0.9995  0.52
N -0.1060 -0.2882 0.2908  0.50
C 6.1491 -0.5858 1.2370  -0.81
H 0.8757 -1.0467 1.9224  0.36
H 0.5876 1.5055 1.1458  0.51

Values from the calculation:
**Electronic energy**: -46909.1908 eV
**SMILES**: CN(CC(=O)N1CCN(c2ccc(F)cc2)CC1)S(=O)(=O)c1ccc(F)cc1
**Charge**: 0
**2S+1**: 1